Entry 1:
Molecular formula: C60H160BF4N10O20
Method: DFT, ωB97M-V with the def2-TZVPD basis set

Last column: Löwdin charge in e.
Positions of all 255 atoms, in Å:
C -4.2819 -1.1683 -1.3055  -0.100
O -5.4145 -1.9423 -1.6228  -0.176
C -6.2040 -2.1855 -0.4794  -0.227
C -7.5972 -2.5988 -0.8431  -0.067
N -7.6157 -3.9840 -1.4423  0.086
H -6.9056 -4.0459 -2.1579  0.149
H -7.4263 -4.7142 -0.7707  0.162
C -8.9462 -4.3641 -2.1358  -0.055
C -9.9839 -4.8579 -1.1202  -0.159
O -9.4573 -5.8674 -0.1976  -0.204
C -10.4923 -6.6164 0.4604  -0.069
H -3.7179 -0.9154 -2.2033  0.071
H -3.5825 -1.8101 -0.7698  0.071
H -4.4486 -0.2788 -0.6980  0.087
H -6.3061 -1.2307 0.0364  0.109
H -5.6794 -2.8355 0.2208  0.140
H -7.9986 -1.8958 -1.5730  0.154
H -8.1693 -2.5392 0.0828  0.156
H -8.6491 -5.1624 -2.8159  0.135
H -9.2971 -3.6077 -2.8379  0.146
H -10.8813 -5.2334 -1.6119  0.146
H -10.2574 -3.9891 -0.5215  0.127
H -10.9952 -6.0309 1.2300  0.100
H -10.2783 -7.6020 0.8737  0.104
H -11.2880 -6.8873 -0.2337  0.095
C 2.7928 -1.5553 1.9630  -0.075
O 2.9016 -1.3166 3.3641  -0.213
C 3.5639 -2.2719 4.1774  -0.188
C 4.3130 -1.6840 5.3851  -0.003
N 5.2091 -0.3749 5.1832  0.125
H 5.5787 -0.0739 6.0736  0.177
H 6.0111 -0.7442 4.6928  0.168
C 4.6089 0.8920 4.5354  -0.085
C 5.5023 2.0528 4.7019  -0.193
O 6.8518 1.7459 4.3230  -0.142
C 7.2889 2.1446 3.0722  -0.100
H 1.9941 -0.9191 1.5816  0.080
H 2.4525 -2.5711 1.7618  0.095
H 3.7105 -1.3201 1.4239  0.074
H 4.1937 -2.8780 3.5261  0.132
H 2.8227 -3.0284 4.4353  0.104
H 4.9528 -2.4436 5.8343  0.146
H 3.5018 -1.4013 6.0561  0.127
H 3.6412 0.9910 5.0272  0.126
H 4.5758 0.6516 3.4728  0.113
H 5.4563 2.4480 5.7167  0.134
H 5.1426 2.9100 4.1326  0.119
H 6.5549 2.0278 2.2749  0.069
H 8.1535 1.5626 2.7531  0.092
H 7.6466 3.1742 3.0635  0.112
C -3.7353 -9.5338 -2.7894  -0.035
O -3.2769 -8.1613 -2.6736  -0.187
C -4.2285 -7.1360 -2.3495  -0.214
C -3.7112 -5.7342 -2.0695  -0.061
N -2.7840 -5.2528 -3.2414  0.106
H -2.0617 -5.9124 -3.4933  0.171
H -3.3113 -5.1879 -4.1004  0.167
C -2.2371 -3.8016 -3.0042  -0.030
C -1.4763 -3.7274 -1.6071  -0.186
O -0.7285 -4.8982 -1.3031  -0.182
C 0.6706 -4.7704 -1.0764  -0.056
H -4.2984 -9.9056 -1.9334  0.096
H -2.9299 -10.2591 -2.9053  0.106
H -4.3940 -9.5496 -3.6577  0.098
H -4.8029 -7.4039 -1.4628  0.136
H -4.9922 -7.0321 -3.1203  0.126
H -3.2359 -5.6648 -1.0910  0.129
H -4.5166 -4.9997 -2.0687  0.109
H -3.0714 -3.1031 -3.0679  0.102
H -1.5655 -3.6119 -3.8415  0.124
H -2.1947 -3.4152 -0.8490  0.098
H -0.7840 -2.8869 -1.6547  0.097
H 1.0315 -5.7989 -1.0676  0.107
H 0.7247 -4.3882 -0.0570  0.075
H 1.2833 -4.1912 -1.7671  0.095
C 7.0377 3.1576 -0.7954  -0.052
O 7.4443 1.8365 -0.3768  -0.234
C 8.8109 1.6186 -0.6350  -0.172
C 9.1123 0.1754 -0.0951  -0.026
N 7.8461 -0.6691 -0.2347  0.046
H 7.7838 -1.4294 0.4272  0.175
H 7.0709 -0.0885 0.0518  0.122
C 7.5141 -1.1469 -1.6527  -0.011
C 6.0425 -1.7458 -1.7983  -0.170
O 5.1447 -0.8016 -1.3332  -0.210
C 3.7765 -1.1457 -1.3173  -0.096
H 5.9643 3.3061 -0.9131  0.061
H 7.3550 3.4801 -1.7870  0.108
H 7.4178 3.8254 -0.0223  0.102
H 9.4764 2.3476 -0.1725  0.150
H 9.0449 1.5623 -1.6981  0.135
H 9.2498 0.2814 0.9810  0.120
H 9.9595 -0.3861 -0.4888  0.154
H 8.2744 -1.8942 -1.8795  0.148
H 7.6204 -0.2537 -2.2684  0.134
H 5.9145 -2.6405 -1.1889  0.127
H 5.7960 -2.0032 -2.8284  0.143
H 3.7219 -2.1156 -0.8228  0.087
H 3.3544 -1.2527 -2.3165  0.092
H 3.1545 -0.5196 -0.6775  0.068
C 1.6189 7.8377 -0.4480  -0.046
O 0.3300 7.8513 -1.1230  -0.219
C -0.4709 8.9613 -0.9242  -0.193
C -1.9348 8.7412 -1.4537  -0.024
N -2.5431 7.3937 -0.9569  0.071
H -2.0100 6.5982 -1.2778  0.122
H -2.5774 7.4465 0.0511  0.175
C -3.9367 7.1418 -1.5183  -0.040
C -4.2570 5.6444 -1.3814  -0.182
O -3.1947 4.7429 -1.5216  -0.220
C -3.5350 3.3849 -1.3066  -0.080
H 2.0539 8.8315 -0.5537  0.111
H 2.4139 7.1822 -0.8034  0.081
H 1.5238 7.6448 0.6206  0.075
H -0.1825 9.9532 -1.2723  0.158
H -0.6002 8.9534 0.1580  0.125
H -1.8084 8.7630 -2.5361  0.138
H -2.6906 9.4600 -1.1372  0.152
H -3.8465 7.3413 -2.5861  0.139
H -4.6357 7.8648 -1.0978  0.159
H -5.0182 5.2981 -2.0804  0.149
H -4.5127 5.4672 -0.3367  0.127
H -3.6191 3.2902 -0.2240  0.073
H -2.7597 2.6626 -1.5621  0.073
H -4.4023 3.0191 -1.8561  0.102
C -3.3831 1.6498 -4.3524  -0.082
O -3.1638 0.9586 -5.6040  -0.170
C -3.5910 -0.3923 -5.5358  -0.217
C -3.8866 -1.0367 -6.8745  -0.066
N -2.5761 -1.1122 -7.6472  0.089
H -1.8431 -1.5130 -7.0796  0.162
H -2.7921 -1.7832 -8.3705  0.172
C -2.1197 0.2180 -8.3280  -0.039
C -1.3540 -0.1456 -9.6311  -0.139
O -0.2246 -1.0415 -9.4213  -0.191
C 0.9760 -0.5229 -8.8711  -0.087
H -2.8265 2.5734 -4.1942  0.086
H -3.1573 1.1065 -3.4349  0.049
H -4.4530 1.7838 -4.1923  0.098
H -4.5502 -0.4244 -5.0192  0.133
H -2.7879 -0.9334 -5.0354  0.119
H -4.5322 -0.3709 -7.4472  0.148
H -4.4369 -1.9756 -6.9364  0.147
H -1.4086 0.6054 -7.5983  0.094
H -2.9248 0.9299 -8.5095  0.146
H -0.8487 0.7431 -10.0091  0.137
H -1.9771 -0.4851 -10.4584  0.146
H 0.9568 0.5290 -8.5860  0.084
H 1.8619 -0.7718 -9.4553  0.108
H 1.0978 -1.1353 -7.9777  0.075
C -4.6395 -0.3458 2.1998  -0.068
O -4.4632 0.1815 3.5232  -0.185
C -4.7925 1.5263 3.7725  -0.184
C -3.9161 2.6416 3.2076  -0.037
N -2.3626 2.5133 3.5115  0.096
H -1.9523 3.3578 3.1394  0.154
H -2.2098 2.5162 4.5099  0.161
C -1.6799 1.2178 2.9308  -0.029
C -0.0816 1.3459 2.8096  -0.161
O 0.3615 1.6893 4.0976  -0.220
C 0.2884 0.6372 5.0276  -0.076
H -5.6637 -0.5870 1.9153  0.086
H -3.9683 -1.2035 2.1560  0.100
H -4.2835 0.4426 1.5366  0.062
H -4.7930 1.6653 4.8536  0.146
H -5.8399 1.6577 3.5009  0.153
H -4.2084 3.6057 3.6237  0.145
H -3.8518 2.6430 2.1195  0.096
H -2.0524 1.1477 1.9088  0.116
H -1.9917 0.4031 3.5844  0.124
H 0.2218 2.1186 2.1032  0.115
H 0.2114 0.3376 2.5171  0.111
H -0.6201 0.6416 5.6298  0.106
H 1.0548 0.8759 5.7650  0.086
H 0.6052 -0.3379 4.6575  0.093
C 2.8239 2.8873 7.8850  -0.028
O 3.1387 3.2986 6.5070  -0.235
C 3.1598 4.7095 6.3206  -0.204
C 1.8899 5.0657 5.6400  -0.037
N 1.8629 4.4006 4.2324  0.073
H 2.0239 3.4077 4.3237  0.122
H 0.9070 4.3560 3.9094  0.150
C 2.7551 5.0373 3.1808  -0.066
C 2.7789 4.2538 1.9311  -0.214
O 3.1286 2.8798 2.2044  -0.188
C 3.5020 2.1492 1.0175  -0.055
H 1.8193 3.2487 8.1047  0.093
H 3.5121 3.2437 8.6514  0.112
H 2.7445 1.8130 8.0514  0.085
H 4.1573 4.9878 5.9804  0.145
H 3.1649 5.2992 7.2373  0.154
H 1.7325 6.1385 5.5287  0.153
H 1.0272 4.6099 6.1260  0.143
H 3.7406 4.9500 3.6383  0.140
H 2.3403 6.0210 2.9608  0.150
H 3.5062 4.7082 1.2583  0.135
H 1.9051 4.4059 1.2974  0.121
H 4.1859 2.7398 0.4080  0.077
H 2.5866 1.8709 0.4954  0.069
H 4.0155 1.2029 1.1879  0.076
C -0.9334 6.0620 -5.3697  -0.068
O -0.3052 5.1316 -4.5454  -0.192
C 0.2324 5.7739 -3.4188  -0.211
C 0.6970 4.7013 -2.4542  -0.068
N 1.5553 3.6725 -3.1813  0.100
H 1.1790 3.5763 -4.1136  0.130
H 2.5134 3.9867 -3.2395  0.186
C 1.4688 2.2376 -2.6056  -0.059
C 2.1382 1.2411 -3.5994  -0.168
O 1.8000 1.5871 -4.9368  -0.174
C 0.4342 1.3639 -5.3420  -0.059
H -1.0877 5.5885 -6.3392  0.110
H -0.2667 6.9073 -5.5400  0.114
H -1.9182 6.3275 -4.9854  0.095
H -0.5058 6.4128 -2.9340  0.103
H 1.1357 6.3252 -3.6800  0.149
H -0.1601 4.1098 -2.1322  0.125
H 1.3356 5.0148 -1.6283  0.120
H 0.4690 1.8499 -2.4099  0.109
H 2.0837 2.2665 -1.7061  0.109
H 1.8287 0.2311 -3.3308  0.109
H 3.2247 1.3256 -3.5767  0.136
H 0.1944 0.3026 -5.2778  0.095
H 0.2197 1.6826 -6.3621  0.089
H -0.2337 1.9911 -4.7516  0.073
C 5.3306 -7.6221 5.0684  -0.105
O 4.4865 -6.8289 5.8127  -0.198
C 3.2695 -7.4752 5.9595  -0.200
C 2.3286 -6.4288 6.6910  -0.005
N 1.6099 -5.4509 5.6804  0.087
H 1.0578 -4.8854 6.3093  0.163
H 2.2461 -4.7844 5.2667  0.130
C 0.6626 -6.2253 4.7416  -0.061
C -0.3155 -5.3070 3.9406  -0.124
O 0.3376 -4.2189 3.1644  -0.222
C -0.5537 -3.2362 2.6063  -0.095
H 5.6051 -8.4786 5.6842  0.116
H 6.1662 -7.0205 4.7108  0.102
H 4.8756 -8.0306 4.1661  0.093
H 3.4963 -8.3384 6.5853  0.154
H 2.8793 -7.7810 4.9888  0.112
H 2.8967 -5.9772 7.5043  0.145
H 1.4804 -7.0048 7.0608  0.131
H 0.1346 -6.9916 5.3092  0.151
H 1.2671 -6.8033 4.0426  0.126
H -0.8645 -4.8755 4.7775  0.122
H -0.9616 -5.8580 3.2571  0.138
H -0.0330 -2.6800 1.8269  0.061
H -0.9481 -2.5565 3.3616  0.082
H -1.4008 -3.7309 2.1312  0.088
B -0.4245 -0.2376 -0.8675  -1.446
F -1.0443 -1.0879 0.0147  0.131
F 0.4993 -0.9313 -1.5600  0.177
F -1.4122 0.2574 -1.6698  0.151
F 0.1783 0.7863 -0.0864  0.081

The gap between HOMO and LUMO is 6.6 eV. Its charge is +9. For the HOMO energy, the calculation gives -22.77 eV.

=====

Entry 2:
Molecular formula: C5H5NO
Method: DFT, ωB97M-V with the def2-TZVPD basis set

Last column: natural (NBO) charge in e.
Positions of all 12 atoms, in Å:
C 1.8763 0.3468 1.3094  -0.186
C 1.0381 0.4996 0.4602  -0.064
C -0.0333 0.6228 -0.5380  0.041
O 0.3708 0.2047 -1.8261  -0.698
C -1.2595 -0.2500 -0.1729  -0.515
C -0.9593 -1.3905 0.6966  0.287
N -0.7496 -2.2779 1.4069  -0.314
H 2.5981 0.1705 2.0754  0.245
H -0.3712 1.6696 -0.5647  0.195
H 1.1932 0.6616 -2.0548  0.481
H -2.0219 0.3614 0.3210  0.254
H -1.6816 -0.6188 -1.1129  0.273

As for the SMILES: C#C[C@@H](O)CC#N. The gap between HOMO and LUMO is 11.2 eV. For the HOMO energy, the calculation gives -10.62 eV.

=====

Look up the gap between HOMO and LUMO of the first one. 6.6 eV

=====

Look up the gap between HOMO and LUMO of the second one. 11.2 eV

=====

Number 2 is which compound? C5H5NO

=====

What is the gap between HOMO and LUMO in the first record? 6.6 eV